Entry 1:
DFT (ωB97M-V with the def2-TZVPD basis set) results for an isolated molecule of C32H33FN2O4S.

## Properties
HOMO-LUMO gap (eV): 7.41
LUMO (eV): 0.27
Structure (SMILES): CCOC(=O)[C@@](F)([C@H](c1cc2c3c(c1)CCCN3CCC2)c1cn(C)c2ccccc12)S(=O)(=O)c1ccccc1
E (eV): -58440.967

Geometry as XYZ:
```
73
Properties=species:S:1:pos:R:3:mulliken_charge:R:1
C 4.349 2.486 -3.446 -1.226
C 3.866 1.153 -2.972 -0.220
O 2.705 1.370 -2.122 -0.163
C 2.109 0.178 -1.839 -0.991
O 2.783 -0.826 -1.685 -0.531
C 0.587 0.119 -1.781 1.709
F 0.268 -1.112 -2.317 -0.404
C -0.169 0.431 -0.572 0.848
C 0.520 0.260 0.813 -0.682
C -0.318 0.198 1.936 -0.980
C 0.160 -0.094 3.205 0.382
C 1.565 -0.114 3.425 0.284
C 2.428 0.088 2.324 -0.028
C 1.899 0.278 1.048 -0.712
C 3.904 0.145 2.503 -0.784
C 4.356 -0.447 3.830 -0.934
C 3.456 0.014 4.965 -0.674
N 2.065 -0.284 4.684 0.053
C 1.185 -0.242 5.833 -0.683
C -0.139 -0.924 5.556 -0.864
C -0.806 -0.352 4.304 -0.651
C -1.488 -0.312 -0.584 0.569
C -2.690 0.202 -1.093 -1.554
N -3.705 -0.690 -0.837 0.278
C -5.108 -0.437 -1.116 -0.938
C -3.194 -1.775 -0.133 -0.130
C -3.909 -2.783 0.496 -0.938
C -3.176 -3.694 1.267 -0.689
C -1.786 -3.564 1.403 -0.983
C -1.079 -2.530 0.776 0.174
C -1.786 -1.596 0.018 0.883
S 0.245 1.577 -3.339 1.518
O 0.088 2.791 -2.549 -0.656
O 1.262 1.536 -4.384 -0.665
C -1.234 1.392 -4.406 0.415
C -1.404 2.308 -5.442 -0.806
C -2.598 2.269 -6.173 -0.576
C -3.593 1.342 -5.841 -0.535
C -3.362 0.377 -4.846 -0.575
C -2.122 0.353 -4.200 -0.318
H 5.113 2.324 -4.210 0.396
H 3.519 3.051 -3.873 0.269
H 4.776 3.045 -2.612 0.321
H 3.578 0.524 -3.821 0.224
H 4.613 0.615 -2.386 0.426
H -0.468 1.496 -0.645 0.537
H -1.400 0.328 1.819 0.506
H 2.615 0.434 0.250 0.726
H 4.221 1.197 2.436 0.301
H 4.389 -0.383 1.676 0.386
H 5.380 -0.145 4.049 0.385
H 4.329 -1.541 3.770 0.304
H 3.576 1.105 5.116 0.289
H 3.718 -0.481 5.911 0.399
H 1.697 -0.732 6.667 0.415
H 1.001 0.805 6.130 0.300
H 0.018 -1.999 5.409 0.297
H -0.811 -0.796 6.408 0.374
H -1.321 0.594 4.542 0.335
H -1.587 -1.042 3.944 0.268
H -2.894 1.147 -1.592 0.665
H -5.667 -1.361 -0.951 0.331
H -5.495 0.352 -0.458 0.308
H -5.212 -0.112 -2.156 0.263
H -4.984 -2.831 0.352 0.255
H -3.702 -4.517 1.749 0.392
H -1.247 -4.290 2.014 0.411
H 0.006 -2.453 0.875 0.469
H -0.621 3.028 -5.672 0.449
H -2.748 2.979 -6.991 0.363
H -4.553 1.364 -6.359 0.377
H -4.137 -0.340 -4.571 0.465
H -1.838 -0.456 -3.526 0.571
```

***

Entry 2:
DFT (ωB97M-V with the def2-TZVPD basis set) results for a structure of composition C32H33FeN4O4P2S.

## Properties
HOMO-LUMO gap (alpha / beta) (eV): 7.62 / 7.63
LUMO (alpha / beta) (eV): -2.13 / -2.13
Total charge: +1
E (eV): -111669.208

Geometry as XYZ:
```
77
Properties=species:S:1:pos:R:3:mulliken_charge:R:1
Fe -0.431 -0.281 0.443 1.368
O 1.661 0.205 -0.332 -0.369
P 2.904 -0.565 0.035 0.799
C 2.810 -2.231 -0.699 -1.222
P 1.309 -3.147 -0.214 0.278
O 0.140 -2.212 -0.111 0.519
C 1.741 -4.052 1.268 0.742
C 2.864 -4.886 1.268 -0.368
C 3.208 -5.580 2.413 -0.825
C 2.435 -5.443 3.563 -0.587
C 1.319 -4.623 3.562 -0.593
C 0.963 -3.929 2.412 -0.360
C 1.033 -4.351 -1.519 0.530
C 0.839 -5.703 -1.247 -0.478
C 0.557 -6.585 -2.282 -0.762
C 0.464 -6.122 -3.585 -0.505
C 0.646 -4.772 -3.861 -0.766
C 0.925 -3.891 -2.832 -0.602
C 4.378 0.172 -0.675 0.484
C 5.446 0.582 0.118 -0.357
C 6.557 1.173 -0.469 -0.751
C 6.602 1.354 -1.843 -0.500
C 5.536 0.952 -2.638 -0.761
C 4.427 0.364 -2.057 -0.528
C 3.162 -0.751 1.792 0.708
C 2.450 0.068 2.662 -1.264
C 2.620 -0.070 4.032 -0.515
C 3.505 -1.014 4.528 -0.641
C 4.235 -1.820 3.660 -0.714
C 4.066 -1.690 2.294 -0.095
H 3.709 -2.812 -0.488 0.544
H 2.776 -2.075 -1.781 0.650
H 3.463 -5.006 0.371 0.465
H 4.073 -6.229 2.413 0.440
H 2.706 -5.987 4.459 0.416
H 0.715 -4.515 4.453 0.493
H 0.102 -3.274 2.421 0.080
H 0.903 -6.069 -0.231 0.420
H 0.408 -7.634 -2.066 0.437
H 0.247 -6.812 -4.389 0.398
H 0.568 -4.411 -4.878 0.426
H 1.052 -2.837 -3.054 0.198
H 5.412 0.446 1.191 0.392
H 7.385 1.492 0.149 0.423
H 7.469 1.815 -2.298 0.391
H 5.572 1.100 -3.709 0.416
H 3.592 0.064 -2.681 0.279
H 1.752 0.796 2.268 0.747
H 2.049 0.551 4.709 0.461
H 3.629 -1.125 5.597 0.406
H 4.928 -2.553 4.051 0.463
H 4.641 -2.318 1.624 0.382
C -0.537 4.351 0.819 -0.643
O -0.642 3.625 -0.428 -0.460
C -0.663 2.317 -0.323 0.937
O -0.573 1.702 0.737 -0.755
N -0.825 1.698 -1.517 -0.303
N -0.700 0.300 -1.520 -0.328
H -0.636 5.395 0.545 0.261
H 0.432 4.160 1.273 0.284
H -1.332 4.046 1.493 0.296
H -0.727 2.226 -2.370 0.276
H 0.179 0.026 -1.952 0.269
H -1.496 -0.111 -1.991 0.370
C -4.275 -4.376 2.682 -1.257
C -3.574 -3.265 1.963 1.000
C -3.859 -2.970 0.627 -1.218
C -3.166 -1.933 0.051 0.009
N -2.274 -1.218 0.732 -0.270
C -2.019 -1.601 2.009 0.578
S -0.697 -0.738 2.699 -0.546
N -2.648 -2.593 2.641 -0.550
H -5.334 -4.401 2.429 0.388
H -4.152 -4.258 3.755 0.354
H -3.842 -5.334 2.388 0.273
H -4.598 -3.527 0.069 0.413
H -3.345 -1.646 -0.980 0.428
```

***

Entry 3:
DFT (ωB97M-V with the def2-TZVPD basis set) results for a structure of composition C32H33IrN8O4S3.

## Properties
HOMO-LUMO gap (alpha / beta) (eV): 4.45 / 4.43
LUMO (alpha / beta) (eV): -11.31 / -11.33
Total charge: +3
E (eV): -89144.975
⟨S²⟩: 1.13
2S+1: 2

Geometry as XYZ:
```
81
Properties=species:S:1:pos:R:3:mulliken_spin:R:1
Ir -1.564 -1.167 1.590 0.037
S -3.012 -4.948 3.964 0.004
C -2.701 -3.333 3.509 0.011
N -1.918 -3.159 2.475 -0.043
C -1.493 -4.362 1.960 0.009
C -0.635 -4.552 0.876 -0.016
C -0.339 -5.845 0.485 -0.007
C -0.864 -6.945 1.162 0.000
C -1.688 -6.777 2.262 0.000
C -2.002 -5.480 2.650 0.002
H -3.137 -2.514 4.056 -0.002
H -0.208 -3.695 0.372 0.006
H 0.321 -6.006 -0.353 0.000
H -0.618 -7.940 0.829 0.000
H -2.069 -7.625 2.808 0.000
O 1.630 0.595 -5.024 0.053
S 1.217 0.533 -6.398 0.005
O 0.218 1.495 -6.801 0.358
O 2.103 -0.048 -7.344 0.142
C -0.226 -0.744 -6.304 0.308
N -0.809 -1.305 -7.310 0.064
C -1.891 -2.022 -7.052 0.015
C -2.374 -2.155 -5.745 0.005
C -1.686 -1.472 -4.739 0.012
N -0.603 -0.760 -5.075 0.030
C -1.968 -1.406 -3.295 0.004
C -1.290 -0.410 -2.579 0.011
C -1.411 -0.354 -1.211 0.016
N -2.147 -1.233 -0.519 0.038
C -2.841 -2.149 -1.195 -0.003
C -2.791 -2.270 -2.577 0.001
H -2.378 -2.493 -7.900 -0.001
H -3.248 -2.757 -5.551 0.004
H -0.652 0.271 -3.118 0.004
H -0.910 0.418 -0.641 -0.013
H -3.458 -2.818 -0.613 0.002
H -3.361 -3.046 -3.061 0.000
C -1.357 5.051 4.258 0.001
C -1.657 4.039 3.230 -0.001
C -1.587 4.267 1.870 0.009
C -1.789 3.194 0.983 -0.010
N -1.995 1.959 1.440 0.011
C -2.178 1.775 2.736 0.015
S -2.669 0.241 3.282 -0.100
N -2.014 2.790 3.629 0.005
C -1.795 3.391 -0.483 0.001
H -0.885 5.922 3.815 0.000
H -0.701 4.643 5.026 0.000
H -2.267 5.380 4.761 0.000
H -1.393 5.258 1.494 0.000
H -2.175 2.608 4.616 0.000
H -0.841 3.776 -0.841 0.000
H -2.543 4.140 -0.744 0.000
H -2.037 2.460 -0.988 -0.001
C 5.652 1.404 -0.788 0.000
C 5.001 2.552 -0.012 0.000
N 3.732 2.179 0.572 0.000
C 2.525 2.799 0.089 -0.001
C 2.109 2.240 -1.275 0.001
C 3.764 1.263 1.578 0.000
O 4.788 0.785 2.005 0.000
C 2.481 0.821 2.246 0.002
C 2.428 0.943 3.635 -0.001
C 1.429 0.286 4.329 -0.001
C 0.506 -0.460 3.620 -0.003
N 0.498 -0.518 2.284 0.025
C 1.482 0.086 1.613 -0.017
H 6.632 1.715 -1.136 0.000
H 5.032 1.144 -1.645 0.000
H 5.779 0.536 -0.147 0.000
H 4.858 3.426 -0.646 0.000
H 5.686 2.814 0.807 0.000
H 2.722 3.871 -0.009 0.000
H 1.727 2.655 0.826 0.001
H 2.872 2.442 -2.019 0.000
H 1.191 2.714 -1.607 0.000
H 1.957 1.165 -1.242 0.000
H 3.190 1.499 4.160 0.000
H 1.381 0.317 5.405 0.000
H -0.244 -1.040 4.139 0.004
H 1.505 -0.054 0.542 0.007
```

***

Entry 4:
DFT (ωB97M-V with the def2-TZVPD basis set) results for a cluster of 2 separate species, C32H33N2O2 in total.

## Properties
HOMO-LUMO gap (eV): 6.41
LUMO (eV): -5.17
Total charge: +1
E (eV): -40787.527

Geometry as XYZ:
```
69
Properties=species:S:1:pos:R:3:mulliken_charge:R:1
C 4.500 -0.061 2.927 -1.062
N 3.186 -0.089 2.329 0.269
C 2.476 -1.315 2.048 0.813
C 3.276 -2.275 1.177 -2.275
C 2.115 -2.097 3.304 -1.492
N 1.275 -0.779 1.370 0.073
C 0.969 0.520 1.938 0.139
C 0.012 0.521 3.144 -1.102
C -1.347 -0.095 2.912 0.603
C -2.067 0.207 1.748 -0.243
C -3.325 -0.370 1.527 -0.391
C -3.884 -1.226 2.484 -0.650
C -3.189 -1.487 3.672 -0.550
C -1.934 -0.910 3.893 -0.634
C 2.355 1.006 2.373 0.073
O 2.671 2.152 2.673 -0.690
H 4.818 0.978 3.035 0.400
H 4.505 -0.540 3.916 0.346
H 5.216 -0.591 2.294 0.304
H 3.644 -1.793 0.270 0.498
H 4.142 -2.647 1.736 0.556
H 2.659 -3.138 0.897 0.407
H 1.564 -1.487 4.020 0.268
H 1.486 -2.949 3.018 0.372
H 3.030 -2.478 3.776 0.481
H 0.487 -1.427 1.380 0.426
H 0.599 1.195 1.159 0.369
H 0.495 0.012 3.990 0.240
H -0.106 1.585 3.425 0.417
H -1.648 0.910 1.023 0.368
H -3.865 -0.138 0.606 0.511
H -4.862 -1.678 2.310 0.408
H -3.631 -2.137 4.433 0.371
H -1.399 -1.088 4.832 0.381
C -5.476 2.603 -1.834 -0.569
C -4.524 3.071 -2.747 -0.444
C -3.915 2.190 -3.637 -0.447
C -4.240 0.835 -3.545 0.104
O -3.398 -0.103 -4.169 -0.459
C -2.202 -0.352 -3.487 -0.149
C -2.237 -1.043 -2.267 -0.748
C -1.100 -1.061 -1.482 -0.351
C 0.097 -0.414 -1.901 0.597
C 1.293 -0.564 -1.135 0.066
C 2.487 0.150 -1.518 1.049
C 3.678 -0.582 -1.768 -0.335
C 4.800 0.046 -2.291 -0.972
C 4.766 1.416 -2.583 -0.411
C 3.598 2.162 -2.348 -0.897
C 2.464 1.537 -1.839 -0.416
C 0.095 0.219 -3.181 -0.498
C -1.022 0.204 -3.991 -0.721
C -5.269 0.363 -2.730 -0.147
C -5.855 1.257 -1.836 -0.402
H -5.937 3.298 -1.127 0.401
H -4.247 4.125 -2.775 0.402
H -3.158 2.509 -4.354 0.447
H -3.156 -1.541 -1.954 0.505
H -1.101 -1.613 -0.543 0.370
H 1.400 -1.514 -0.610 0.626
H 3.658 -1.665 -1.651 0.555
H 5.692 -0.547 -2.493 0.439
H 5.651 1.902 -3.002 0.420
H 3.570 3.226 -2.604 0.434
H 1.527 2.096 -1.747 0.548
H 1.010 0.650 -3.586 0.510
H -1.016 0.646 -4.989 0.551
H -5.540 -0.691 -2.767 0.500
H -6.617 0.894 -1.143 0.440
```

***

Entry 5:
DFT (ωB97M-V with the def2-TZVPD basis set) results for a structure of composition C32H34AsClIrO.

## Properties
HOMO-LUMO gap (alpha / beta) (eV): 8.10 / 5.46
LUMO (alpha / beta) (eV): -5.70 / -8.98
Total charge: +2
E (eV): -111961.382
⟨S²⟩: 8.77
2S+1: 6

Geometry as XYZ:
```
70
Properties=species:S:1:pos:R:3:mulliken_spin:R:1
C 0.266 0.840 -6.824 0.000
C 1.643 1.389 -7.131 0.000
C 0.039 -0.514 -7.463 0.000
C -0.829 1.824 -7.176 0.000
Cl 0.187 0.585 -4.976 0.002
H 0.077 -0.411 -8.548 0.000
H -0.933 -0.918 -7.193 0.000
H 0.804 -1.224 -7.161 0.000
H 1.734 1.555 -8.206 0.000
H 2.421 0.694 -6.827 0.000
H 1.810 2.337 -6.625 0.000
H -0.820 2.004 -8.252 0.000
H -0.681 2.775 -6.671 0.000
H -1.808 1.438 -6.904 0.000
C 1.734 -1.284 1.235 0.169
C 1.089 -2.189 0.357 0.238
C 1.387 -1.812 -0.977 0.148
H 0.477 -3.025 0.653 -0.010
C 2.230 -0.680 -0.925 0.255
C 2.440 -0.353 0.440 0.216
H 3.049 0.452 0.817 0.030
H 1.721 -1.321 2.311 0.068
H 1.058 -2.317 -1.869 -0.012
H 2.649 -0.167 -1.774 0.026
C -2.123 1.141 0.670 0.201
C -2.042 -0.057 1.415 0.123
C -2.137 -1.134 0.500 0.272
H -1.959 -0.136 2.486 0.078
C -2.267 -0.601 -0.808 0.142
C -2.264 0.808 -0.701 0.241
H -2.356 1.508 -1.513 0.024
H -2.100 2.139 1.074 0.030
H -2.116 -2.180 0.755 -0.011
H -2.377 -1.168 -1.717 -0.015
Ir 0.000 0.000 0.000 2.516
O 0.243 0.296 2.086 0.178
As 0.186 0.602 3.752 0.062
C -0.325 2.424 4.158 0.013
C -1.612 2.902 3.890 0.000
C -1.964 4.201 4.269 0.001
C -1.028 5.023 4.908 0.003
C 0.258 4.545 5.170 -0.001
C 0.606 3.247 4.802 0.001
C -1.011 -0.819 4.519 -0.005
C -2.306 -0.508 4.981 0.002
C -3.167 -1.519 5.434 0.000
C -2.738 -2.847 5.465 0.003
C -1.453 -3.170 5.026 -0.002
C -0.603 -2.168 4.537 0.003
C 1.988 0.175 4.405 0.008
C 2.175 -0.725 5.470 0.001
C 3.462 -1.064 5.893 -0.001
C 4.573 -0.510 5.256 0.002
C 4.395 0.395 4.205 -0.004
C 3.106 0.743 3.786 0.001
H -2.347 2.266 3.418 -0.001
H -2.963 4.567 4.078 0.000
H -1.300 6.026 5.205 0.000
H 0.984 5.174 5.669 0.000
H 1.599 2.879 5.027 0.000
H -2.670 0.506 4.953 0.000
H -4.172 -1.276 5.755 0.000
H -3.402 -3.626 5.821 0.000
H -1.122 -4.202 5.053 0.000
H 0.378 -2.449 4.182 0.003
H 1.334 -1.168 5.982 0.001
H 3.597 -1.762 6.712 0.000
H 5.570 -0.781 5.578 0.000
H 5.256 0.822 3.710 0.000
H 2.974 1.434 2.967 -0.001
```

***

Entry 6:
DFT (ωB97M-V with the def2-TZVPD basis set) results for a structure of composition C32H34BCrF4N8O5P.

## Properties
HOMO-LUMO gap (alpha / beta) (eV): 7.74 / 8.27
LUMO (alpha / beta) (eV): 0.04 / 0.04
E (eV): -105159.348
⟨S²⟩: 6.01
2S+1: 5

Geometry as XYZ:
```
86
Properties=species:S:1:pos:R:3:mulliken_spin:R:1
Cr -1.071 0.017 -1.330 3.939
C -0.226 0.270 4.382 0.000
N -0.475 -0.155 3.019 0.001
C -0.503 0.535 1.844 0.027
N -0.955 -0.285 0.914 -0.079
C -1.207 -1.454 1.546 0.026
N -0.986 -1.421 2.825 -0.001
C 0.935 -0.551 4.927 0.000
C 0.814 -0.982 6.242 0.000
C 1.820 -1.826 6.765 0.000
C 2.938 -2.129 5.985 0.000
C 3.043 -1.651 4.685 0.000
C 2.027 -0.865 4.162 -0.001
C 4.216 -1.980 3.842 0.000
N 5.182 -2.711 4.140 0.000
N 5.959 -2.880 2.975 0.000
C 5.399 -2.192 2.094 0.000
O 4.214 -1.591 2.484 0.000
C 5.781 -2.046 0.679 0.000
C 6.963 -2.559 0.187 0.000
C 7.277 -2.326 -1.109 0.000
C 6.470 -1.578 -1.970 0.000
C 5.305 -0.970 -1.506 -0.001
C 4.445 -0.097 -2.385 0.000
N 3.037 -0.399 -2.193 0.001
C 2.034 0.308 -1.640 0.053
N 0.904 -0.405 -1.868 -0.128
C 1.284 -1.518 -2.529 0.037
N 2.590 -1.532 -2.740 -0.002
C 4.937 -1.294 -0.170 -0.001
H -1.154 0.151 4.991 0.000
H 0.000 1.351 4.385 0.000
H -0.080 1.496 1.816 -0.005
H -1.555 -2.344 1.028 0.007
H -0.094 -0.780 6.832 0.000
H 1.819 -2.274 7.759 0.000
H 3.665 -2.806 6.430 0.000
H 2.212 -0.589 3.203 0.000
H 7.588 -3.109 0.913 0.000
H 8.221 -2.617 -1.502 0.000
H 6.834 -1.406 -2.972 0.000
H 4.697 -0.337 -3.415 0.000
H 4.533 0.949 -2.159 0.000
H 2.095 1.239 -1.142 0.001
H 0.580 -2.326 -2.799 0.006
H 3.956 -1.022 0.249 0.001
C -7.612 0.826 -0.334 0.000
O -7.482 0.569 -1.756 0.001
C -6.233 0.374 -2.249 0.004
C -6.026 0.288 -3.691 0.003
C -4.781 0.294 -4.209 -0.002
C -3.653 0.310 -3.347 0.079
C -2.341 0.534 -3.894 -0.012
C -2.150 0.890 -5.326 0.002
O -1.270 0.330 -3.308 -0.031
C -3.839 0.249 -1.924 -0.014
O -2.931 0.419 -1.047 -0.094
C -5.140 0.219 -1.443 -0.004
H -8.555 1.423 -0.249 0.000
H -6.798 1.448 0.081 0.000
H -7.594 -0.097 0.255 0.000
H -6.855 0.232 -4.383 0.000
H -4.551 0.156 -5.252 0.000
H -2.817 1.697 -5.655 0.000
H -2.529 0.139 -6.021 0.002
H -1.112 1.155 -5.528 0.000
H -5.264 0.301 -0.368 0.000
C -1.957 3.794 -1.804 0.020
P -1.092 3.639 -0.236 0.012
C -0.584 5.268 0.294 0.001
C -2.461 3.239 0.944 0.003
O -0.038 2.596 -0.153 0.051
H -1.193 3.611 -2.509 0.000
H -2.356 4.816 -2.027 0.000
H -2.700 3.056 -1.858 0.005
H -1.377 6.013 0.427 0.000
H 0.252 5.689 -0.335 0.000
H -0.155 5.120 1.313 -0.001
H -3.357 3.900 0.727 0.000
H -2.095 3.198 1.915 0.000
H -2.717 2.215 0.692 0.009
F -1.508 -2.217 -1.433 0.053
B -0.821 -3.488 -1.123 0.027
F -1.534 -4.238 -0.229 -0.001
F -0.711 -4.146 -2.336 0.000
F 0.464 -3.130 -0.498 0.004
```

***

> Number 1 is which compound?

C32H33FN2O4S